1.
14
Properties=species:S:1:pos:R:3:nbo_charge:R:1 method="wB97M-V/def2-TZVPD" smiles="C=C(C)CN" relative_energy_kj_mol=95.0 total_energy_ha=-212.5150 lumo_ev=1.03 charge=0
H -2.32603 -1.28236 -0.41217 0.22
C -1.70263 -0.27611 -0.51558 -0.65
H 2.61766 1.23748 -0.38611 0.36
C -0.02062 -1.18300 1.12886 -0.42
H 0.77424 0.32096 -1.56258 0.20
C -0.31996 -0.31014 0.14573 0.00
C 0.65260 0.67509 -0.49788 -0.26
H -0.81672 -1.90160 1.46719 0.19
H 1.99123 1.25677 1.06307 0.35
H -1.50869 -0.23098 -1.60440 0.21
H -2.33250 0.60865 -0.15078 0.22
N 1.96618 0.67085 0.15456 -0.83
H 0.91378 -1.20335 1.76232 0.22
H 0.11146 1.61774 -0.59222 0.18

---

2.
119
Properties=species:S:1:pos:R:3:mulliken_charge:R:1 method="wB97M-V/def2-TZVPD" relative_energy_kj_mol=163.8 total_energy_ha=-5827.4381 lumo_ev=-0.22 charge=0
C 0.39855 -2.82561 -6.17052 -1.14
H 2.20074 3.36104 5.85378 0.38
C -1.96917 0.88907 1.39802 -0.43
C -1.04744 1.26154 4.77840 -0.97
H 1.59724 -3.03034 -3.40216 0.26
C 0.48593 -2.98741 3.14398 -1.14
H 3.33568 0.08894 -3.29945 0.39
C 2.13251 1.26819 -1.30815 -0.12
H -1.08280 2.23886 -5.16002 0.38
N -0.28786 -2.32432 -4.98700 0.88
H -1.59327 2.09872 4.34646 0.26
C 0.42925 -4.31969 -0.80704 0.03
C -0.11428 -2.04480 2.34935 -0.24
H 5.23563 0.45307 1.71413 0.46
C 4.59471 0.06077 2.50681 -0.94
H -1.26983 0.37776 4.17130 0.08
Sb 0.91585 2.39451 1.43172 0.77
H -2.26979 4.53414 0.32668 0.39
H -0.81413 4.44426 1.72926 0.16
O 0.90289 0.73739 -1.35398 0.56
C 2.74694 0.04133 -4.21665 -1.22
C -0.83058 1.36349 0.57453 1.68
H -2.41341 0.20423 -1.84138 -0.28
C 0.64880 -2.86389 -0.37617 -0.30
C -4.18097 -0.22031 2.59207 -1.30
H 3.22533 -2.65685 -3.97668 0.39
H 5.23246 -0.39541 3.27043 0.50
H -4.55871 -1.11225 -0.44223 0.00
C 1.29679 0.38765 6.26742 -1.36
S -3.28806 -2.94356 -1.24735 1.07
H -2.22623 -2.23125 -5.85578 0.27
Cl -0.58631 -4.42779 -2.25115 -0.11
C -2.77240 3.76994 -0.27435 -1.48
N 0.31180 -0.76395 2.22929 1.44
H -5.16509 -1.66426 -2.03061 0.47
H -1.99244 0.87386 -5.83751 0.30
H -0.03462 -2.43376 -7.10054 0.27
O -0.32463 -2.01819 -0.50831 -0.15
N -0.02350 0.42088 -5.17425 0.48
H 0.94857 1.51978 -6.67078 0.32
H 4.07838 2.97419 1.38767 0.36
H 0.08653 -3.98817 3.19798 0.52
H 3.21591 3.84170 2.66193 0.25
H -0.72666 3.67948 3.34206 0.44
C -0.51853 3.20994 -2.07256 -0.61
H 1.43637 -0.17859 -6.56163 0.37
C -0.15588 3.98076 2.46517 -1.49
C 1.19302 3.29110 5.44167 -1.11
N -2.22659 -0.41635 1.23368 1.03
H -2.61761 2.75528 2.24158 0.88
C -1.27553 1.16629 -5.06051 -0.88
H 3.66313 2.10990 5.73538 0.27
H -0.12461 0.25475 -7.28287 0.30
H -5.55003 -2.59898 -0.53555 0.49
C 1.64251 1.12688 3.19569 3.43
H -4.78590 -4.78827 -1.43108 0.46
C -3.94585 1.13989 2.73349 -1.17
H 0.32092 -3.91687 -6.19757 0.34
O 1.74005 -2.57548 0.10084 -0.44
H -4.63523 1.76273 3.29197 0.42
Si -1.64115 2.36191 -0.84289 1.04
H 5.24412 1.96682 4.96275 0.42
H -5.03311 -0.69943 3.05687 0.48
H -3.34358 -5.00927 -2.45303 0.36
H -0.99219 -2.30041 1.77633 0.10
Cl -0.30715 -5.22081 0.53585 -0.17
Si 0.79642 1.54714 4.87188 0.42
O 2.17151 -0.06102 0.56564 0.16
H 0.27908 3.76386 -1.57014 0.28
C -3.28490 -0.96046 1.83897 -0.82
H 2.37616 0.29138 6.41245 0.29
O -2.97824 -3.46613 0.11774 -0.70
H -3.14939 4.26348 -1.17686 0.46
Si 3.55691 1.42834 3.26889 1.47
H -0.03922 2.50311 -2.74982 -0.42
H 1.38847 -4.77229 -0.99848 0.70
H 0.49261 3.57743 6.23467 0.43
C -2.87672 1.16910 -1.61352 -0.90
H 1.11573 4.02790 4.64051 0.27
C 1.63190 -2.61140 3.83064 -1.49
C -4.10161 -4.30226 -2.12596 -1.37
H 2.20989 0.97882 -4.32829 0.33
H 2.66742 -1.98455 -2.44305 0.07
C 2.97288 0.33442 -0.42048 0.19
C -4.80736 -1.98455 -1.04833 -1.15
H 2.18932 -3.33385 4.41703 0.49
O 4.10279 0.02599 -0.63760 -0.64
H -1.44298 1.08556 5.78461 0.57
H 3.44702 -0.06420 -5.05148 0.26
H -3.69762 1.00554 -0.90514 0.40
H -2.15459 -2.22033 -4.07476 0.04
H 4.37208 0.51806 5.45681 0.37
H 0.88678 -0.61264 6.10575 0.38
H 3.99498 -0.72673 2.05141 0.06
H 0.58996 4.72705 2.75633 0.54
H 0.86789 0.77549 7.19928 0.41
H -1.10566 3.91989 -2.66528 0.60
H -3.31454 1.58113 -2.52974 0.57
C 2.35455 -2.24981 -3.45549 -0.88
C 4.24538 1.51860 5.02826 -1.48
O 2.51377 2.29546 -1.76726 -0.52
H -3.42091 -2.02615 1.67657 0.61
C 3.97751 3.07777 2.47105 -1.47
H -1.71093 0.98142 -4.08345 -0.05
C 0.59123 0.50270 -6.49194 -1.14
H -1.85142 -3.72208 -4.97055 0.34
H 4.93061 3.44485 2.86398 0.51
H 2.89424 -0.97413 4.36052 0.37
C -1.70972 -2.63567 -4.97399 -1.10
C -2.82652 1.69798 2.14455 -0.59
Ti 0.34004 -0.30698 0.03386 -2.23
C 1.33798 -0.34916 3.02138 -2.56
H -3.63740 3.40827 0.28773 0.36
O -0.58580 -0.78040 -2.94059 0.85
N 1.82511 -1.09564 -4.18573 0.43
H 1.45220 -2.55696 -6.13122 0.33
P 0.17992 -0.91794 -4.20693 -0.80
C 2.03602 -1.29561 3.78324 -0.73
H -4.62840 -3.89456 -2.99244 0.38